The following is a quantum chemistry calculation of a 8-piece molecular cluster, C16H46N2O18S4 overall at a distorted geometry, from OMol25.

Geometry as XYZ:
```
86
Properties=species:S:1:pos:R:3
C 6.833 0.976 -3.287
C 7.578 2.123 -3.999
O 8.654 1.665 -4.844
S 9.642 2.755 -5.545
C 10.735 3.164 -4.108
O 10.461 2.095 -6.557
O 8.824 3.932 -5.939
H 6.669 1.165 -2.226
H 7.473 0.094 -3.260
H 5.914 0.716 -3.812
H 6.853 2.641 -4.627
H 7.976 2.890 -3.334
H 11.339 2.295 -3.851
H 10.114 3.521 -3.286
H 11.371 4.012 -4.363
C -8.541 -5.328 0.421
C -7.622 -4.195 0.726
O -7.371 -3.216 -0.245
S -6.719 -3.641 -1.713
C -5.054 -4.177 -1.107
O -7.506 -4.762 -2.238
O -6.570 -2.474 -2.558
H -8.564 -5.937 1.325
H -8.156 -6.035 -0.313
H -9.518 -5.046 0.027
H -8.078 -3.596 1.514
H -6.738 -4.704 1.110
H -5.201 -4.902 -0.307
H -4.614 -3.249 -0.743
H -4.508 -4.661 -1.916
C -4.619 -1.248 5.547
C -3.156 -1.658 5.206
O -2.643 -1.028 4.031
S -1.094 -0.255 4.028
C -1.558 1.284 4.876
O -0.199 -1.030 4.915
O -0.725 0.046 2.675
H -4.699 -0.177 5.737
H -5.041 -1.665 6.461
H -5.310 -1.597 4.780
H -2.575 -1.461 6.106
H -3.118 -2.724 4.983
H -2.240 1.093 5.703
H -2.066 1.960 4.188
H -0.568 1.571 5.231
C 2.721 4.377 0.262
C 2.970 5.409 1.413
O 2.484 6.674 1.079
S 1.704 7.598 2.208
C 3.172 8.517 2.863
O 0.940 8.626 1.556
O 1.170 6.754 3.248
H 1.645 4.216 0.326
H 3.119 3.388 0.487
H 2.899 4.710 -0.761
H 2.815 4.938 2.383
H 4.041 5.572 1.533
H 3.829 7.836 3.406
H 2.732 9.222 3.568
H 3.716 8.998 2.050
C 0.589 -5.152 2.267
N -0.472 -6.086 1.792
O -1.571 -6.046 2.299
O -0.088 -6.956 1.023
H 0.740 -5.287 3.338
H 0.344 -4.123 2.007
H 1.538 -5.450 1.821
C -4.697 1.723 0.025
N -3.735 2.702 -0.596
O -4.024 3.035 -1.781
O -2.741 3.109 0.033
H -4.115 0.812 0.164
H -5.502 1.466 -0.664
H -5.111 2.191 0.919
C 0.381 -0.152 -2.797
O -0.663 -0.623 -1.968
H 0.630 -0.611 -3.754
H 0.319 0.934 -2.868
H 1.314 -0.075 -2.239
H -0.333 -0.594 -1.067
C 0.394 -5.358 -4.545
O -0.761 -5.974 -5.051
H 1.316 -5.903 -4.744
H 0.406 -4.469 -5.175
H 0.300 -4.931 -3.546
H -0.478 -6.246 -5.927
```

Calculated values
SMILES string: CCOS(C)(=O)=O.CCOS(C)(=O)=O.CCOS(C)(=O)=O.CCOS(C)(=O)=O.C[N+](=O)[O-].C[N+](=O)[O-].CO.CO
max |F|: 3.7 eV Å⁻¹
total energy: -100501.8747 eV
total charge: 0
Kohn-Sham gap: 0.36973 Ha
LUMO energy: -0.05 eV

Löwdin population analysis, charges in e, atoms 1 to 4: -0.05 -0.26 -0.28 0.67